Entry 1:
C24H25ClN3O15P3 | ωB97M-V/def2-TZVPD

```
! wB97M-V def2-TZVPD RIJCOSX def2/J DEFGRID3
* xyz -2 1
C -1.197 -2.793 1.769
C -0.266 -1.946 0.965
O 0.505 -2.384 0.123
N -0.253 -0.571 1.190
C -1.341 0.067 1.953
C 0.208 0.161 0.073
C 1.297 1.041 0.260
C 1.923 1.089 1.630
C 1.518 2.300 2.429
N 1.687 2.319 3.675
C 1.749 1.824 -0.827
P 3.185 2.917 -0.599
O 3.690 3.110 0.760
O 4.298 2.362 -1.597
O 2.775 4.327 -1.255
C 1.134 1.739 -2.107
C 1.549 2.612 -3.278
C 0.775 3.941 -3.450
C -0.456 4.110 -2.585
Cl 0.332 4.202 -5.174
C 0.112 0.797 -2.268
C -0.342 0.036 -1.192
C -1.427 -0.933 -1.479
O -2.359 -1.155 -0.745
C -1.384 -1.596 -2.832
P -1.850 -3.361 -2.903
O -0.701 -4.235 -3.121
O -2.934 -3.455 -4.076
O -2.608 -3.682 -1.560
C -0.986 -0.844 -3.877
P -0.885 -1.356 -5.625
N 0.002 -0.457 -6.507
O -2.388 -1.519 -6.135
O -0.514 -2.907 -5.621
C -0.560 0.570 -3.570
O -0.794 1.458 -4.356
H -1.080 -2.555 2.836
H -0.967 -3.831 1.563
H -2.228 -2.548 1.504
H -1.245 -0.196 3.013
H -2.325 -0.249 1.612
H -1.231 1.148 1.868
H 1.647 0.209 2.206
H 3.006 1.096 1.529
H 1.076 3.144 1.887
H 1.369 3.196 4.082
H 3.954 1.718 -2.225
H 2.379 4.846 -0.542
H 1.460 2.044 -4.200
H 2.595 2.885 -3.196
H 1.463 4.751 -3.240
H -1.190 3.341 -2.811
H -0.188 4.064 -1.530
H -0.915 5.075 -2.793
H -3.740 -2.959 -3.894
H -3.257 -3.023 -1.279
H 0.408 0.339 -6.040
H -2.535 -2.414 -6.466
H 0.308 -3.067 -5.137
C -1.436 -1.476 7.289
C -0.603 -1.893 8.350
C 0.775 -2.505 7.947
O 1.571 -2.827 8.840
C 1.050 -2.675 6.564
C 0.216 -2.267 5.523
C -1.118 -1.574 5.933
O -1.872 -1.153 5.021
O 0.451 -2.428 4.295
O -0.887 -1.809 9.553
H -2.403 -1.035 7.521
H 1.994 -3.158 6.328
*
```

Values from the calculation:
Molar mass (g/mol): 723.85
E (Eh): -3706.9760
LUMO level (eV): 1.386
E_HOMO (eV): -0.34

Atom charges from the Mulliken analysis, given in e for atoms 1 to 5:
1 C -1.140
2 C 0.778
3 O -0.683
4 N 0.981
5 C -1.049



Entry 2:
H8HfO16S3 | ωB97M-V/def2-TZVPD

```
! wB97M-V def2-TZVPD RIJCOSX def2/J DEFGRID3
* xyz -2 1
Hf -4.588 -16.610 -24.420
S -3.138 -17.641 -21.987
O -3.331 -18.957 -21.428
O -4.450 -16.875 -22.099
O -2.151 -16.841 -21.266
O -2.786 -17.699 -23.476
S -4.843 -15.080 -26.996
O -3.562 -14.420 -27.324
O -5.921 -14.684 -27.872
O -4.674 -16.560 -26.853
O -5.192 -14.774 -25.520
S -6.840 -18.581 -24.313
O -6.614 -17.336 -25.167
O -6.970 -19.758 -25.169
O -5.537 -18.545 -23.567
O -7.978 -18.418 -23.419
O -2.476 -16.061 -25.515
H -2.523 -15.328 -26.163
H -1.611 -16.465 -25.531
O -3.864 -18.652 -25.574
H -3.020 -19.014 -25.305
H -4.250 -19.183 -26.271
O -3.559 -14.763 -23.377
H -3.158 -14.013 -23.816
H -3.767 -14.539 -22.468
O -6.402 -15.654 -23.216
H -7.037 -15.068 -23.627
H -6.599 -15.768 -22.285
*
```

Values from the calculation:
Molar mass (g/mol): 538.74
E (Eh): -2451.6187
LUMO level (eV): 4.687
E_HOMO (eV): -2.56

Atom charges from the Mulliken analysis, given in e for atoms 1 to 5:
1 Hf 2.673
2 S 1.321
3 O -0.703
4 O -0.740
5 O -0.746



Entry 3:
C3H2N2O2S | ωB97M-V/def2-TZVPD

```
! wB97M-V def2-TZVPD RIJCOSX def2/J DEFGRID3
* xyz 0 1
O -0.294 -1.054 -1.734
C -0.342 -0.733 -0.481
C -0.889 -1.453 0.551
N -1.009 -0.925 1.848
N -0.303 0.086 2.095
O 0.534 0.777 1.186
C 0.365 0.455 -0.209
S 0.886 1.435 -1.321
H -0.469 -1.942 -1.732
H -1.244 -2.536 0.469
*
```

Values from the calculation:
Molar mass (g/mol): 130.13
E (Eh): -773.5593
LUMO level (eV): -1.152
E_HOMO (eV): -9.26
SMILES: Oc1cnnoc1=S

Atom charges from the Mulliken analysis, given in e for atoms 1 to 5:
1 O -0.396
2 C 0.726
3 C -0.375
4 N -0.270
5 N -0.044



Entry 4:
C5H7N | ωB97M-V/def2-TZVPD

```
! wB97M-V def2-TZVPD RIJCOSX def2/J DEFGRID3
* xyz 0 1
C 2.746 -0.531 -0.163
C 1.767 0.159 -0.040
C 0.534 0.954 0.043
N -0.521 0.229 0.749
C -0.974 -0.988 0.102
C -1.827 0.225 0.111
H 3.617 -1.139 -0.271
H 0.727 1.890 0.579
H 0.238 1.222 -0.988
H -1.185 -1.817 0.774
H -0.504 -1.266 -0.841
H -2.683 0.302 0.778
H -1.935 0.760 -0.834
*
```

Values from the calculation:
Molar mass (g/mol): 81.12
E (Eh): -249.3521
LUMO level (eV): 1.153
E_HOMO (eV): -9.34
SMILES: C#CCN1CC1

Atom charges from the Mulliken analysis, given in e for atoms 1 to 5:
1 C 0.134
2 C -0.400
3 C -0.591
4 N -0.325
5 C -0.269



Entry 5:
CH3NO4S | ωB97M-V/def2-TZVPD

```
! wB97M-V def2-TZVPD RIJCOSX def2/J DEFGRID3
* xyz 0 1
C 1.224 1.057 0.204
N 0.783 -1.052 -0.735
O 2.310 0.739 0.563
O -3.011 0.915 -0.322
O -2.154 -0.811 1.231
O 0.361 0.275 -0.462
S -2.227 -0.329 -0.137
H 0.758 1.967 0.306
H 0.243 -1.793 -0.297
H 1.714 -0.968 -0.351
*
```

Values from the calculation:
Molar mass (g/mol): 125.11
E (Eh): -793.7288
LUMO level (eV): -1.213
E_HOMO (eV): -10.62

Atom charges from the Mulliken analysis, given in e for atoms 1 to 5:
1 C 0.142
2 N -0.405
3 O -0.499
4 O -0.430
5 O -0.385



Entry 6:
C4H6CsO2 | ωB97M-V/def2-TZVPD

```
! wB97M-V def2-TZVPD RIJCOSX def2/J DEFGRID3
* xyz 1 1
H 0.902 1.292 -1.077
O -0.069 -2.524 0.676
C -0.116 -2.343 -0.736
C 0.118 -0.916 -0.973
C 0.415 0.251 -1.087
C -0.299 3.400 0.363
O 0.619 2.855 0.983
Cs 0.615 -0.538 3.019
H -0.350 -3.407 0.933
H -1.099 -2.636 -1.133
H 0.663 -2.943 -1.229
H -1.357 3.373 0.680
H -0.041 4.137 -0.419
*
```

Values from the calculation:
Molar mass (g/mol): 219.00
E (Eh): -326.3290
LUMO level (eV): -3.386
E_HOMO (eV): -13.39

Atom charges from the Mulliken analysis, given in e for atoms 1 to 5:
1 H 0.377
2 O -0.520
3 C -0.508
4 C -0.476
5 C 0.290



Entry 7:
C4H12NO | ωB97M-V/def2-TZVPD

```
! wB97M-V def2-TZVPD RIJCOSX def2/J DEFGRID3
* xyz 1 1
C -0.464 1.097 1.671
C -0.431 1.455 0.196
C -0.637 0.429 -0.730
C -1.726 -0.305 -1.152
N 0.750 -0.286 -1.246
H 0.497 0.710 2.220
H -0.788 2.086 2.134
H -1.355 0.504 1.961
H -1.211 2.243 0.096
H 0.530 2.073 0.033
H -2.668 -0.258 -0.550
H -1.708 -1.197 -1.700
H 0.898 -1.050 -0.503
H 1.560 0.376 -1.222
H 0.771 -0.622 -2.201
H 2.680 -2.148 0.791
H 1.373 -2.944 -0.011
O 1.926 -2.162 0.214
*
```

Values from the calculation:
Molar mass (g/mol): 90.15
E (Eh): -289.2820
LUMO level (eV): -3.298
E_HOMO (eV): -14.17

Atom charges from the Mulliken analysis, given in e for atoms 1 to 5:
1 C -0.944
2 C -0.653
3 C 0.613
4 C -0.808
5 N -0.408



Entry 8:
C54H144N10O17 | ωB97M-V/def2-TZVPD

```
! wB97M-V def2-TZVPD RIJCOSX def2/J DEFGRID3
* xyz 0 1
C 3.321 6.686 9.221
C 2.909 5.716 8.194
C 4.048 4.577 7.985
O 5.331 4.997 7.442
C 6.448 4.234 7.909
N 1.595 5.258 8.445
H 3.964 7.380 8.678
H 3.990 6.266 9.972
H 2.540 7.297 9.673
H 2.783 6.237 7.245
H 3.506 3.863 7.365
H 4.259 3.985 8.876
H 6.731 4.550 8.913
H 7.285 4.468 7.252
H 6.268 3.217 7.561
H 0.978 6.046 8.310
H 1.465 4.670 7.634
C 4.380 -4.705 2.309
C 4.491 -5.197 3.701
C 4.014 -4.194 4.825
O 4.034 -4.873 6.058
C 3.882 -4.024 7.252
N 3.582 -6.324 3.630
H 4.616 -5.505 1.607
H 5.081 -3.881 2.181
H 3.412 -4.234 2.144
H 5.511 -5.485 3.954
H 3.048 -3.745 4.597
H 4.721 -3.390 4.618
H 4.278 -4.686 8.022
H 2.870 -3.669 7.449
H 4.617 -3.220 7.260
H 3.738 -6.681 4.562
H 3.888 -7.078 3.032
C 6.461 3.367 -5.206
C 5.749 2.054 -5.719
C 5.239 0.983 -4.780
O 4.864 -0.239 -5.450
C 5.973 -1.081 -5.647
N 4.660 2.521 -6.524
H 6.579 4.024 -6.068
H 7.448 3.113 -4.818
H 5.777 3.892 -4.540
H 6.377 1.535 -6.443
H 4.366 1.349 -4.239
H 5.949 0.839 -3.965
H 6.327 -1.527 -4.718
H 6.861 -0.672 -6.128
H 5.773 -2.013 -6.177
H 3.930 2.921 -5.952
H 4.310 1.613 -6.795
C -3.901 -10.009 -1.188
C -3.193 -9.342 -2.466
C -2.035 -8.425 -2.180
O -1.566 -7.890 -3.473
C -0.405 -7.168 -3.430
N -2.811 -10.325 -3.490
H -4.244 -9.211 -0.529
H -3.258 -10.620 -0.555
H -4.809 -10.467 -1.580
H -4.003 -8.769 -2.916
H -1.246 -8.819 -1.540
H -2.375 -7.662 -1.480
H -0.469 -6.321 -2.747
H -0.205 -6.838 -4.449
H 0.426 -7.854 -3.265
H -2.138 -9.907 -4.116
H -3.512 -10.521 -4.190
C -8.328 -0.626 -7.296
C -7.773 -1.358 -6.087
C -6.696 -2.481 -6.385
O -6.949 -3.359 -7.515
C -5.857 -4.247 -7.712
N -7.233 -0.457 -5.096
H -8.537 -1.500 -7.914
H -7.563 0.045 -7.688
H -9.319 -0.174 -7.261
H -8.637 -1.817 -5.607
H -6.445 -3.094 -5.519
H -5.684 -2.101 -6.523
H -5.183 -4.289 -6.857
H -5.307 -3.914 -8.593
H -6.179 -5.231 -8.053
H -7.050 -0.735 -4.142
H -7.916 0.281 -4.996
C -1.098 0.344 -1.033
C -1.355 1.248 0.091
C -0.091 1.369 1.116
O -0.318 2.381 2.138
C -1.112 1.864 3.178
N -1.672 2.498 -0.350
H -0.195 0.791 -1.448
H -1.840 0.260 -1.828
H -0.807 -0.642 -0.669
H -2.238 0.877 0.612
H 0.788 1.724 0.578
H 0.194 0.329 1.278
H -1.244 2.532 4.029
H -0.820 0.879 3.543
H -2.090 1.552 2.810
H -2.441 2.456 -1.003
H -1.724 3.169 0.403
C 8.872 2.352 2.114
O 10.265 2.629 2.331
C 10.908 2.971 1.158
C 12.497 3.347 1.242
N 13.221 2.154 1.623
C 14.580 2.466 1.955
C 15.360 1.123 2.384
O 15.115 0.739 3.650
C 15.846 -0.444 3.841
H 8.394 2.233 3.087
H 8.630 1.410 1.622
H 8.514 3.204 1.537
H 10.475 3.926 0.858
H 10.789 2.220 0.377
H 12.652 4.172 1.937
H 12.854 3.592 0.241
H 12.676 1.728 2.360
H 14.616 3.241 2.721
H 14.996 3.043 1.129
H 16.363 1.540 2.465
H 15.251 0.354 1.619
H 16.859 -0.142 4.104
H 15.916 -1.240 3.100
H 15.393 -0.900 4.721
C 0.383 -4.267 -17.006
O -0.482 -4.897 -16.124
C -0.370 -4.685 -14.771
C -0.452 -3.208 -14.330
N -0.942 -2.903 -12.966
C -0.152 -3.574 -12.012
C -0.172 -2.977 -10.582
O 0.151 -1.575 -10.592
C -0.486 -0.806 -9.575
H 0.037 -4.367 -18.034
H 1.388 -4.515 -16.664
H 0.187 -3.195 -16.971
H 0.552 -5.096 -14.360
H -1.117 -5.312 -14.284
H -1.149 -2.839 -15.084
H 0.550 -2.809 -14.491
H -1.059 -1.924 -12.746
H 0.894 -3.614 -12.316
H -0.503 -4.603 -11.937
H 0.578 -3.480 -9.972
H -1.174 -3.167 -10.196
H -1.555 -0.964 -9.434
H -0.243 0.204 -9.906
H 0.124 -1.058 -8.707
C 1.912 -11.569 3.818
O 1.104 -10.651 4.595
C -0.282 -10.890 4.542
C -1.066 -9.766 5.324
N -1.096 -8.596 4.416
C -1.999 -7.706 5.219
C -2.403 -6.454 4.477
O -3.252 -5.745 5.319
C -2.686 -4.662 6.135
H 2.191 -12.310 4.567
H 2.831 -11.154 3.404
H 1.266 -11.978 3.041
H -0.522 -11.856 4.986
H -0.736 -10.942 3.552
H -0.500 -9.400 6.181
H -2.063 -10.119 5.588
H -0.203 -8.182 4.190
H -1.449 -7.475 6.132
H -2.900 -8.284 5.424
H -2.842 -6.648 3.498
H -1.456 -5.948 4.289
H -1.662 -4.888 6.433
H -3.260 -4.409 7.027
H -2.822 -3.739 5.571
C -1.488 10.519 3.143
O -2.878 10.220 2.850
C -3.376 9.360 3.882
C -4.003 10.033 5.195
N -5.437 10.262 5.116
C -5.742 11.267 4.149
C -7.218 11.508 4.137
O -7.657 11.997 5.450
C -8.887 11.504 5.895
H -0.991 10.988 2.294
H -0.857 9.696 3.478
H -1.471 11.295 3.908
H -2.694 8.566 4.185
H -4.163 8.793 3.386
H -3.504 10.977 5.413
H -3.756 9.364 6.020
H -5.864 10.739 5.897
H -5.372 10.987 3.162
H -5.271 12.138 4.604
H -7.715 10.568 3.894
H -7.331 12.244 3.341
H -8.909 10.425 6.043
H -9.675 11.789 5.198
H -9.130 11.882 6.888
C -7.605 6.683 -2.045
C -8.179 6.097 -3.327
O -9.074 5.062 -3.094
H -6.998 5.911 -1.572
H -8.264 6.962 -1.223
H -7.083 7.624 -2.220
H -7.451 5.530 -3.906
H -8.576 6.852 -4.006
H -9.893 5.284 -3.545
C -5.583 5.135 8.684
C -6.093 4.545 7.401
O -5.193 4.719 6.417
H -4.508 5.264 8.808
H -5.935 4.662 9.600
H -5.956 6.151 8.554
H -7.033 5.042 7.159
H -6.404 3.503 7.478
H -5.250 5.634 6.132
C -8.935 0.812 1.112
C -10.454 0.626 1.130
O -10.966 0.230 -0.121
H -8.662 1.695 0.533
H -8.287 0.018 0.742
H -8.629 1.087 2.121
H -10.908 1.496 1.604
H -10.708 -0.231 1.754
H -11.882 0.113 0.142
*
```

Values from the calculation:
Molar mass (g/mol): 1205.80
E (Eh): -3969.7017
LUMO level (eV): 0.207
E_HOMO (eV): -8.56

Atom charges from the Mulliken analysis, given in e for atoms 1 to 5:
1 C -1.253
2 C 0.577
3 C -0.745
4 O -0.364
5 C -0.724